one | 20
Properties=species:S:1:pos:R:3:nbo_charge:R:1 method="wB97M-V/def2-TZVPD" gap_ha=0.2419 charge=0 lumo_energy_ha=-0.0172 homo_energy_ev=-7.051
C -3.1079 1.0175 -0.0499 -0.257
C -3.5289 -0.2441 0.4530 -0.176
C -1.8370 1.1240 -0.3259 -0.173
C -2.6262 -1.2578 0.5864 -0.228
C -0.8289 0.1727 -0.0899 0.028
C -1.2659 -1.1441 0.2734 -0.179
C 1.6282 0.0204 0.1870 0.093
C 2.9215 0.5628 -0.3047 -0.687
N 0.4618 0.5350 -0.3913 -0.482
S -0.2758 -2.4574 -0.0516 -0.212
S 1.5743 -1.3112 1.1980 0.264
H -3.6985 1.8228 0.1557 0.213
H -4.5258 -0.3825 0.7811 0.209
H -1.5086 2.2538 -0.4218 0.189
H -2.9426 -2.2505 0.9664 0.226
H 3.6394 0.7704 0.5537 0.254
H 2.7672 1.4539 -1.0376 0.220
H 3.5044 -0.2210 -0.8220 0.258
H 0.6918 1.3101 -1.0269 0.418
H 2.7880 -0.5681 1.7148 0.024

two | 20
Properties=species:S:1:pos:R:3:nbo_charge:R:1 method="wB97M-V/def2-TZVPD" gap_ha="0.2686 / 0.2686" charge=0 lumo_energy_ha="-0.0242 / -0.0242" homo_energy_ev="-7.969 / -7.968"
C -0.2165 0.5422 0.3740 -0.107
C -0.9489 0.8761 -0.5294 0.105
C 1.9829 -0.2220 3.2480 -0.206
C 0.8316 0.3726 2.6353 -0.221
C 2.7678 -0.9208 2.4191 -0.399
C 0.6852 0.1304 1.3261 -0.177
C -1.5635 0.5438 -2.8872 -0.586
C -1.8416 1.2950 -1.5837 -0.485
N 2.5542 -2.4422 0.1711 -0.974
S 2.2441 -0.9149 0.7265 0.954
S 1.9747 -3.8341 0.7949 0.239
H 2.1798 -0.1049 4.3009 0.228
H 0.1383 0.9741 3.2023 0.230
H 3.6751 -1.4439 2.6548 0.241
H -1.7643 -0.5182 -2.7697 0.214
H -0.5227 0.6671 -3.1790 0.214
H -2.1974 0.9325 -3.6812 0.210
H -2.8742 1.1240 -1.2634 0.235
H -1.7110 2.3697 -1.7443 0.232
H 2.6175 -3.8950 1.9997 0.054

Which structure is most stable? one, by 2.292 eV over the runner-up.

one | 14
Properties=species:S:1:pos:R:3:nbo_charge:R:1 method="wB97M-V/def2-TZVPD" gap_ha=0.2876 charge=0 lumo_energy_ha=-0.0161 smiles="CCc1cc(=S)ss1" homo_energy_ev=-8.266
C 1.5542 1.6096 -0.0917 -0.607
C 0.4835 0.7574 -0.8148 -0.421
C -0.0464 -0.5445 -0.1206 -0.165
C -1.3262 -0.7218 0.1365 -0.320
C -1.8094 -1.8836 0.8994 -0.313
H 2.4237 1.1264 0.2585 0.215
H 1.9732 2.3734 -0.8181 0.215
H 1.1286 2.2082 0.7269 0.212
H -0.3720 1.3518 -1.0709 0.226
H 0.9649 0.6319 -1.8218 0.228
H -2.1101 0.0704 0.0111 0.243
S -3.3826 -2.2026 1.1475 -0.017
S -0.4802 -3.0609 1.1303 0.233
S 0.9987 -1.7156 0.4278 0.269

two | 14
Properties=species:S:1:pos:R:3:nbo_charge:R:1 method="wB97M-V/def2-TZVPD" gap_ha=0.3163 charge=0 lumo_energy_ha=-0.0080 homo_energy_ev=-8.825
C 0.9228 -0.7515 0.2598 -0.332
C 0.3625 -0.1016 1.5693 -0.418
C -0.8376 0.9009 1.0160 -0.311
C 0.0183 -0.0558 -0.7680 -0.454
C -1.3651 -0.0696 -0.0829 -0.103
H 2.5141 -1.6238 -1.0644 0.118
H 0.9065 -1.8467 0.0881 0.242
H 1.2098 0.4656 2.0390 0.235
H -0.0210 -0.7882 2.3109 0.234
H -1.5344 1.4713 1.5343 0.239
H 0.1189 -0.0223 -1.9436 0.270
S 2.7219 -0.6232 -0.1952 -0.019
S 0.1481 1.6890 -0.4630 0.202
S -2.7324 -0.8902 -0.2749 0.098

Which structure is most stable? one, by 1.878 eV over the runner-up.